The following is a quantum chemistry calculation of a 6-piece molecular cluster, C32H55F6N11O4S2 overall, from the OMol25 dataset.

Values from the calculation:
* HOMO energy: -0.65162 Ha
* total energy: -3549.7729 Ha

Structure (ORCA input):
```
! wB97M-V def2-TZVPD RIJCOSX def2/J DEFGRID3
* xyz 4 1
H -18.101 22.149 -8.251
F -12.023 14.270 -9.738
H -13.557 21.460 1.011
N -20.390 16.693 -5.085
C -14.987 13.770 -11.061
H -14.864 17.946 -8.562
H -16.076 19.824 -1.972
C -15.232 18.894 -11.132
C -13.934 19.704 -11.278
F -15.534 15.521 -4.067
H -18.643 15.410 -7.661
N -17.941 15.300 -9.603
H -21.082 15.113 -6.205
H -14.016 11.854 -10.744
C -16.157 21.474 0.358
O -11.395 17.202 -7.253
H -19.551 14.518 -10.821
H -19.401 13.690 -4.108
O -13.851 17.604 -5.706
H -14.604 18.729 -3.412
H -14.506 12.625 -9.319
N -19.144 15.645 -3.520
H -16.602 21.007 1.237
N -15.520 12.650 -0.916
C -19.654 14.710 -4.357
H -19.604 16.204 -8.858
C -19.607 16.881 -4.002
H -15.797 22.463 0.637
H -11.931 17.885 -2.051
C -15.615 18.722 -8.578
H -13.211 19.610 -3.641
C -17.877 9.842 -0.568
C -13.760 20.895 0.114
C -20.959 17.759 -5.880
H -13.295 16.844 -1.947
H -17.055 20.983 -10.372
H -11.976 20.136 -1.079
H -15.929 19.156 -11.927
H -16.900 21.510 -0.439
H -15.704 11.798 -10.333
H -13.189 19.486 -10.513
H -12.997 12.170 -0.730
H -13.230 13.627 0.161
H -18.920 10.064 -0.340
C -16.620 15.139 -9.706
C -17.472 13.846 -11.187
O -12.452 17.271 -9.472
C -14.495 13.478 -1.511
H -17.698 16.227 -2.140
H -17.633 14.608 -2.466
O -12.861 15.327 -5.319
C -18.013 21.258 -7.630
H -18.932 20.743 -7.350
C -18.572 15.981 -8.586
N -17.146 20.306 -8.316
C -17.141 12.024 0.483
H -12.386 17.012 -3.449
C -18.376 15.386 -2.289
C -16.686 20.274 -9.647
N -16.272 14.347 -10.710
H -15.003 17.830 -11.201
C -15.480 15.455 -5.441
C -11.514 14.890 -8.578
H -14.123 20.771 -11.161
H -21.525 18.280 -5.107
C -13.135 13.244 -0.855
H -16.505 19.128 -6.612
C -16.160 12.959 0.280
C -13.639 18.898 -2.935
H -17.900 12.030 1.251
H -17.523 13.198 -12.049
C -20.516 15.354 -5.317
F -10.224 15.097 -8.867
H -14.139 14.415 -10.832
C -16.473 19.298 -7.678
N -13.937 16.031 -7.580
H -19.983 14.307 -1.225
H -12.398 13.721 -1.501
F -11.448 14.107 -7.480
H -14.342 13.290 -2.574
F -16.531 16.118 -5.907
H -17.663 9.077 0.178
N -15.089 20.775 -0.260
H -15.925 11.002 -2.307
H -17.537 21.618 -6.717
H -19.744 16.081 -0.760
S -12.376 16.568 -8.187
H -20.219 18.465 -6.254
H -13.479 19.470 -12.241
H -17.980 9.352 -1.536
C -16.057 11.444 -1.330
C -15.201 20.054 -1.383
H -14.908 13.628 -12.139
C -12.810 17.562 -2.609
N -13.965 19.632 -1.757
H -15.805 13.797 0.861
H -14.718 14.545 -1.505
F -15.585 14.150 -5.736
C -18.499 14.468 -10.582
S -13.790 16.176 -6.061
N -15.803 19.255 -9.839
H -19.338 17.823 -3.547
C -13.029 20.148 -0.838
N -17.094 11.077 -0.507
H -18.107 16.961 -8.480
H -21.508 17.304 -6.705
H -15.960 15.545 -8.954
C -14.834 12.454 -10.345
C -19.292 15.127 -1.031
H -18.664 14.912 -0.167
*
```

The following is a quantum chemistry calculation of C32H55IrNP2Si as an isolated structure, from the OMol25 dataset.

Values from the calculation:
* HOMO energy (alpha / beta): -0.23545 / -0.39841 Ha
* total energy: -2383.2547 Ha
* relative energy (zero: lowest compared OMol25 entry of this formula, charge and spin): 0.00 kJ/mol
* <S²>: 6.04

Structure (ORCA input):
```
! wB97M-V def2-TZVPD RIJCOSX def2/J DEFGRID3
* xyz 1 5
H -0.407 -2.207 2.370
C -1.330 -1.937 -4.636
H 5.419 0.467 3.858
C 5.280 2.083 0.093
H -1.649 5.218 -0.132
H -0.572 4.158 -1.056
H -3.096 -1.766 1.545
C 4.330 -2.456 2.841
H 6.057 1.545 -1.854
C -1.446 4.174 -0.399
H -4.063 1.568 1.538
H 4.352 -0.234 -2.233
H -3.862 2.783 0.236
H -4.161 3.291 1.902
H -0.364 -3.741 -5.179
H 0.889 0.751 -3.344
H -1.423 0.244 3.942
H -4.216 -2.723 -1.826
H -4.137 -1.849 -5.867
H -0.119 -3.166 0.879
C -0.681 -1.019 -1.378
H 0.987 -1.818 1.308
H 5.058 -0.650 5.191
H -2.319 3.791 -0.935
C 1.850 -1.480 4.296
C -3.844 -1.667 -4.815
H 1.604 1.342 -1.807
N 2.940 0.056 2.033
H 4.380 2.318 2.061
H 1.614 4.649 1.968
H 2.055 -1.518 5.376
H 0.538 2.426 -2.763
H 0.991 -0.820 4.132
C -1.310 -3.436 -4.707
H 4.130 0.861 5.013
H -3.023 0.565 3.231
H -0.343 -1.458 -4.593
C -2.182 2.582 1.545
H -2.109 -3.812 -5.360
H -4.513 -0.861 -4.463
Si 3.404 -0.908 3.384
H -2.417 1.571 4.559
H -3.892 -3.832 -4.623
P -1.103 -1.027 0.420
P -0.712 0.799 -1.570
H -1.436 -1.502 -2.007
C -1.398 -4.181 -3.340
H 4.649 -2.997 3.746
C -3.649 2.547 1.283
H 0.514 1.416 4.450
H 2.694 -0.783 -0.432
H -5.256 -3.003 -3.892
H 3.689 -3.116 2.241
C -2.370 -3.614 -2.347
C -1.500 1.939 2.651
C -0.142 2.416 2.671
C -2.127 1.029 3.651
H -2.074 -3.753 -1.299
H 0.305 -1.454 -1.584
H 1.558 -2.484 3.963
H -3.480 -0.529 0.317
H -2.314 -0.099 -4.939
C -0.060 -2.164 1.326
H 1.258 4.467 0.239
H -2.580 0.415 -3.033
C 4.606 0.037 4.465
H -3.099 1.346 -1.596
H 5.223 -2.200 2.254
C 5.301 1.337 -1.092
H 1.120 3.076 4.281
C -3.559 -3.060 -2.638
H -0.394 -4.185 -2.877
H -3.153 -2.210 -0.190
Ir -0.800 1.192 0.642
H -2.183 2.159 -2.898
H 2.164 3.207 1.110
H -1.626 -5.245 -3.550
C 3.545 0.604 1.000
C 4.381 1.778 1.106
C 0.721 1.385 -2.462
H 1.809 1.779 3.278
C -4.163 -2.965 -4.006
C -1.197 3.359 0.823
C 0.061 3.241 1.531
C -2.873 -1.422 0.524
C 4.350 0.330 -1.300
C 0.875 2.153 3.724
C -2.299 1.217 -2.340
H 5.990 2.901 0.242
C 1.339 3.927 1.187
C -2.430 -1.173 -4.744
C 3.423 0.025 -0.317
*
```

The following is a quantum chemistry calculation of a 8-piece molecular cluster, C32H55N3O5 overall, from the OMol25 dataset.

Values from the calculation:
* HOMO energy: -0.30764 Ha
* total energy: -1792.6089 Ha

Structure (ORCA input):
```
! wB97M-V def2-TZVPD RIJCOSX def2/J DEFGRID3
* xyz 0 1
C 0.267 3.204 -24.027
C -1.731 10.522 -17.020
H 0.238 9.425 -27.825
H 1.431 7.570 -29.046
C -1.424 11.076 -18.388
H 0.713 7.944 -25.231
N 3.244 7.471 -20.317
H -0.299 13.012 -20.558
H -5.756 10.715 -25.331
H -4.972 7.871 -16.918
H 0.783 3.036 -23.079
H -3.409 7.339 -21.436
C 4.584 7.366 -20.560
C 1.045 8.664 -25.977
H 2.988 9.093 -27.001
C -4.972 8.938 -19.993
H -0.998 5.734 -25.691
H 1.577 8.091 -21.439
C -1.709 11.752 -16.092
H -2.542 12.985 -18.865
H -4.165 9.797 -18.206
C -5.696 7.786 -20.147
C 0.724 4.365 -26.011
H 3.407 8.365 -23.449
H 1.343 5.262 -25.990
H 0.799 12.712 -23.104
H -4.758 9.811 -20.589
N -7.807 10.825 -24.732
C 2.625 7.842 -21.486
H -5.602 8.717 -23.653
H -2.031 10.690 -19.206
C -1.450 8.089 -20.953
C -2.421 7.348 -21.887
C -5.753 7.155 -18.884
N -4.607 9.030 -18.679
C -6.529 9.241 -23.833
C 0.810 12.155 -22.163
H -1.063 9.806 -16.531
H -0.730 12.016 -15.686
H -2.004 10.367 -23.266
C 2.474 8.317 -26.415
C 4.830 7.712 -21.866
H -0.733 8.200 -27.025
O -1.411 9.432 -21.474
H -1.500 4.083 -25.984
H -0.367 10.991 -18.645
H -2.045 6.331 -22.019
C -8.528 10.267 -23.697
C -0.464 4.514 -24.045
H 1.966 10.284 -22.315
H 0.984 9.697 -25.632
C 2.071 11.319 -21.998
C 0.289 8.475 -27.292
H -2.961 7.907 -23.962
H -9.535 10.567 -23.468
H 2.881 7.414 -19.386
H 0.703 3.961 -27.025
O 1.086 3.235 -25.191
H 0.478 6.473 -28.006
H -1.379 4.560 -23.448
H 5.284 7.098 -19.785
H -1.250 7.898 -23.555
C -7.735 9.322 -23.103
C 0.747 12.951 -20.864
H -0.471 7.608 -21.029
H 0.170 5.315 -23.651
C -2.295 9.561 -22.594
C 2.408 11.365 -20.486
H -0.469 2.399 -24.151
C -6.539 10.286 -24.727
H -8.071 11.662 -25.214
H -2.697 10.017 -16.982
O 2.232 7.159 -27.199
H -2.409 11.659 -15.262
H 2.947 11.706 -22.527
C 3.590 7.945 -22.475
C -0.710 4.686 -25.542
H -6.181 6.189 -18.672
H 1.241 13.925 -20.908
H 3.219 8.145 -25.639
H 2.531 10.356 -20.077
C 1.091 7.376 -28.030
H -0.877 13.222 -18.537
H -6.148 7.366 -21.030
C -5.123 7.986 -17.978
C -1.723 12.583 -18.260
H -0.014 11.457 -22.328
H 5.805 7.659 -22.323
C -2.243 8.152 -23.178
H -7.917 8.723 -22.224
O 1.375 12.128 -19.900
H -1.707 8.153 -19.897
H 3.410 11.764 -20.270
H -3.291 9.806 -22.217
O -2.205 12.799 -16.927
*
```

The following is a quantum chemistry calculation of C32H55NP2SiZr as an isolated structure, from the OMol25 dataset.

Values from the calculation:
* HOMO energy (alpha / beta): -0.47897 / -0.47921 Ha
* total energy: -2325.7850 Ha
* relative energy (zero: lowest compared OMol25 entry of this formula, charge and spin): 0.00 kJ/mol

Structure (ORCA input):
```
! wB97M-V def2-TZVPD RIJCOSX def2/J DEFGRID3
* xyz 2 1
C 1.597 2.478 0.765
H 4.248 -5.445 -0.674
H -3.796 -1.100 3.282
H -0.885 0.908 3.722
C 1.417 -2.408 0.977
C 2.113 -0.198 -1.270
H 6.943 -1.035 -4.909
H -0.410 1.770 -2.815
C 0.328 1.717 0.570
H -3.499 0.301 -1.185
H -5.221 -4.136 -1.298
C -0.297 1.571 3.079
H 0.705 -3.302 -1.817
H 1.511 -0.863 2.507
H 2.080 2.226 1.715
C 5.372 -3.709 -2.727
H 7.549 -2.616 -4.336
H -1.290 -2.409 4.443
H 6.031 -5.436 -0.448
C 5.134 -3.383 -5.412
C -2.434 -2.330 -0.541
H -1.933 -4.789 3.165
H 5.019 -2.755 -6.302
H 7.256 -1.275 -3.167
H -4.556 -2.018 1.978
C -2.910 1.222 -1.289
C -0.026 2.316 -1.945
H -0.998 -4.706 1.647
C -1.753 1.237 -0.353
Zr 0.073 -0.620 0.123
C -0.564 1.330 1.634
P 5.141 -2.291 -3.922
H -2.583 1.286 -2.332
H 2.355 -3.071 -2.335
C -0.418 1.650 -0.669
H 3.993 0.537 -0.577
C -3.139 0.994 1.787
H 4.594 -4.462 -2.964
H 4.283 -4.071 -5.342
H -0.438 3.338 -1.984
H 2.074 0.762 -1.799
C 1.613 -2.716 -1.594
C 1.849 -1.169 1.503
H -2.766 -4.869 1.591
H 2.317 2.295 -0.041
H 7.574 -3.515 -0.610
C -0.901 -1.958 3.515
N -1.649 -1.940 0.550
H -4.485 -3.582 -3.622
C -3.919 -3.216 -2.768
C 5.097 -4.896 -0.241
H -3.774 1.878 1.615
C 6.862 -2.688 -0.475
H 6.813 -2.422 0.592
H 3.262 0.437 1.573
H 1.060 2.404 -2.046
C 3.164 -0.541 1.083
H 3.194 -2.822 -0.116
H 0.704 -1.014 -2.647
H -4.113 -2.826 3.491
C -2.789 -2.417 -2.957
P 5.183 -3.214 -0.965
H 2.090 -4.169 -0.061
H -2.988 0.898 2.867
H 6.370 -4.169 -2.860
H -3.587 2.066 -1.095
Si -2.073 -2.549 2.175
C 2.118 -3.073 -0.174
H 3.992 -1.182 -0.838
H 7.184 -1.807 -1.047
H -2.463 -2.144 -3.960
H 4.954 -4.805 0.844
C -2.065 -1.950 -1.863
H -0.894 -0.871 3.649
H 1.383 3.560 0.777
H 0.781 -3.074 1.575
H 4.015 -1.134 1.455
H -1.214 -1.258 -2.028
H -3.715 0.125 1.443
H 6.067 -3.957 -5.485
H -3.964 -3.341 0.633
H -0.553 2.606 3.363
C 3.363 -0.357 -0.444
H 0.133 -2.298 3.391
C 6.906 -1.761 -4.086
C 1.332 -1.240 -1.778
C -4.330 -3.536 -1.474
C -3.792 -2.066 2.763
C -1.934 -4.407 2.135
H 0.761 1.418 3.323
C -1.857 1.108 1.058
C -3.604 -3.097 -0.369
*
```